Record 1
The following is a DFT calculation (ωB97M-V/def2-TZVPD) of a 7-piece molecular cluster, C23H58NO22PS6 overall at a distorted geometry.

Values from the calculation:
E_HOMO: -9.6 eV
DFT total energy: -5351.5754 hartree
lowest unoccupied orbital energy: 0.236 eV
multiplicity: 1

CARTESIAN COORDINATES (ANGSTROEM)
S -7.9760 6.3415 0.5782
S 1.1466 4.9887 6.2779
S 5.4456 -1.2665 1.7634
S -2.2835 -7.8862 -1.6539
S 3.0904 -2.6434 -7.2607
S 0.8122 -1.4972 -2.8031
P 0.3383 3.4202 0.4312
O 4.5470 -2.0835 -6.9144
O -2.8520 -8.5421 -0.3152
O 2.8577 -2.4937 -8.6635
O 0.4540 -1.8309 -4.1477
O -0.8927 -8.2023 -1.7715
O 5.6988 -1.0449 3.3230
O 1.7469 3.5283 0.8660
O 0.0860 5.2686 5.3589
O -1.5321 1.0537 3.2580
O -0.1795 -1.3328 -1.7801
O -6.5742 6.0638 0.5012
O 1.4341 3.4210 6.2704
O -8.5699 5.6289 1.8754
O -0.1235 1.0600 1.5087
O 6.2187 -0.3154 1.0289
O 1.9197 -2.5114 -2.2937
O 2.3878 5.6929 6.2084
O -2.1212 1.9711 1.3217
O 2.9218 -3.9105 -6.6171
O -8.4663 7.6814 0.5138
O -2.7449 -6.5363 -1.7434
O 5.5183 -2.6673 1.4789
N -2.3214 2.3223 -1.0570
C 6.0105 -2.9666 -8.6752
C -3.5736 3.0370 -0.7129
C 1.5014 -3.8198 -1.8456
C -8.3373 7.2783 3.6790
C -2.1874 -8.2348 0.9229
C 6.9021 -1.5847 3.8962
C 3.1228 3.0878 4.5276
C -1.2626 1.3227 2.1884
C 0.5300 5.0864 7.9263
C 1.7146 2.7907 5.0063
C -3.2968 4.5134 -0.3488
C -3.1992 -8.8747 -2.7890
C -1.7493 1.5664 0.0144
C 1.8354 -0.0579 -2.8375
C -8.8304 5.3665 -0.6157
C -7.9530 5.9117 3.1447
C 8.1258 -0.7590 3.5472
C 5.6785 -2.9247 -7.1955
C 1.1515 -4.7373 -3.0000
C 2.1726 -1.4183 -6.3914
C -0.2217 1.6354 0.1897
C -2.5207 -6.8423 1.4245
C 3.7567 -0.7595 1.7399
H -2.8786 -9.9086 -2.6970
H 6.5154 -2.4974 -6.6453
H -4.0387 4.8371 0.3795
H 5.2230 -3.4616 -9.2425
H 0.3889 1.1016 -0.5279
H 0.2607 -4.3900 -3.5231
H -7.9532 7.4109 4.6909
H 8.3474 -0.8125 2.4817
H 6.1136 -1.9571 -9.0739
H -7.9311 8.0744 3.0559
H -0.5822 4.0323 1.3063
H 2.3824 -1.5098 -5.3365
H 3.2420 4.1426 4.2841
H -1.9743 0.4912 -0.0938
H 3.8491 2.8489 5.3059
H -4.2585 -8.7702 -2.5683
H 2.6964 -0.2508 -3.4723
H -0.3945 4.5197 7.9926
H -3.6005 -6.6981 1.4669
H 6.9405 -3.5120 -8.8396
H -3.3960 5.1055 -1.2558
H -2.1161 -6.0769 0.7628
H 7.9632 0.2906 3.7935
H -1.1095 -8.3689 0.8142
H 1.2823 4.6926 8.6049
H 5.5087 -3.9278 -6.7996
H 3.6878 0.2493 2.1405
H -2.2935 4.6495 0.0369
H 0.9568 -5.7474 -2.6378
H 1.1190 -1.5993 -6.5835
H -9.8984 5.4393 -0.4270
H -8.4878 4.3380 -0.5442
H -2.1005 -6.6871 2.4188
H 3.3538 2.5097 3.6327
H 0.9728 3.0857 4.2619
H -6.8690 5.8076 3.0674
H 3.1692 -1.4557 2.3320
H 6.7515 -1.5768 4.9745
H -8.3038 5.1402 3.8280
H -9.4213 7.3947 3.6905
H -2.9888 -8.4989 -3.7883
H -4.1923 2.5222 0.0238
H 2.3443 -4.2309 -1.2930
H 0.2596 4.0078 -0.8572
H 3.4176 -0.7650 0.7059
H 1.2418 0.7538 -3.2558
H 7.0281 -2.6263 3.5942
H -8.5976 5.7776 -1.5960
H 0.3481 6.1372 8.1425
H 2.1463 0.1828 -1.8242
H 2.4566 -0.4378 -6.7688
H 0.6692 -3.7288 -1.1450
H -2.4815 1.7427 -1.8677
H -2.5342 -8.9749 1.6422
H 1.6072 1.7186 5.1633
H -4.1576 3.0638 -1.6338
H 8.9969 -1.1230 4.0931
H 1.9632 -4.7694 -3.7282



Record 2
The following is a DFT calculation (ωB97M-V/def2-TZVPD) of a 2-piece molecular cluster, C3H12N2 overall at a distorted geometry.

Values from the calculation:
E_HOMO: -8.7 eV
DFT total energy: -230.9216 hartree
ΔE to the lowest compared entry with this formula, charge and spin: 1.8965 eV
lowest unoccupied orbital energy: 1.039 eV
multiplicity: 1

CARTESIAN COORDINATES (ANGSTROEM)
N 2.4233 -1.5487 0.7965
N -2.6968 1.5738 0.8437
C -1.5468 1.9715 -0.0284
C 1.2690 -1.9426 -0.0947
C 0.8445 -0.7840 -0.9171
H 0.4373 -0.9442 -1.8703
H -1.3963 3.0880 0.0629
H 0.0376 -0.2386 -0.3342
H 3.2089 -1.1353 0.3550
H 2.0355 -1.2821 1.6405
H -0.5972 1.5638 0.5631
H 0.6108 -2.6118 0.2625
H -1.5701 1.6988 -1.0476
H -3.1018 2.3821 1.2593
H 1.8408 -2.7326 -0.6753
H -3.3872 0.9445 0.2990
H 1.5886 -0.0025 -1.1149



Record 3
The following is a DFT calculation (ωB97M-V/def2-TZVPD) of C24H27F3N2O4SSiTl as an isolated structure.

Values from the calculation:
total charge: -1
E_HOMO (spin up / spin down): -4.2 / -4.2 eV
DFT total energy: -2501.0566 hartree
ΔE to the lowest compared entry with this formula, charge and spin: 0.0000 eV
lowest unoccupied orbital energy (spin up / spin down): 0.608 / 1.635 eV
multiplicity: 1

CARTESIAN COORDINATES (ANGSTROEM)
Tl -0.0473 0.6654 -0.4772
S 2.4628 0.3494 -2.6178
Si -2.3694 -1.2312 -2.1792
F 4.1997 1.6201 -1.0622
F 2.4355 2.7734 -1.5177
F 3.9614 2.5004 -3.0213
O 3.4025 -0.2055 -3.5515
O 0.5844 -1.4764 1.0535
O 2.2722 -0.3937 -1.3699
O 1.2094 0.8425 -3.1621
N -1.3710 -1.3917 -0.8083
N 1.3123 1.8381 1.7421
C 1.3666 -1.3553 2.1714
C -0.4906 3.3772 4.4614
C 1.0158 2.6105 2.7289
C -1.7285 -2.1250 -3.6928
C 1.7378 4.3464 4.2613
C -1.3086 1.5861 2.8936
C 0.4926 4.2722 4.9033
C 1.6687 -1.3496 4.5458
C -1.5672 -3.8489 -0.6278
C -1.1605 -5.0530 -0.0680
C -0.0095 -2.6980 0.7226
C 0.8630 -1.5952 3.4424
C 0.4256 -3.8816 1.2704
C 2.6612 -0.8991 1.9886
C -4.1472 -1.7712 -1.8697
C 2.9668 -0.8765 4.3802
C 3.3073 1.8894 -2.0281
C -0.2747 2.5412 3.3958
C -1.0080 -2.5967 -0.2756
C -2.4965 0.5750 -2.6641
C -0.1563 -5.0884 0.8858
C 2.0319 3.5510 3.1853
C 3.4583 -0.6586 3.0989
C 3.3368 3.6002 2.4551
H -0.7263 -1.7498 -3.9215
H -1.6545 -3.2044 -3.5485
H 3.7722 2.6037 2.3613
H -2.8438 1.1987 -1.8340
H -1.6990 1.9078 1.9245
H 1.2772 -1.5255 5.5405
H -2.3475 -3.8603 -1.3775
H -0.8878 0.5897 2.7431
H 0.1818 -6.0201 1.3191
H -0.1498 -1.9626 3.5525
H 3.0099 -0.7220 0.9773
H 4.0430 4.2535 2.9666
H 0.2895 4.9120 5.7521
H 2.4869 5.0439 4.6182
H -4.5469 -1.2030 -1.0238
H 1.2270 -3.8721 1.9988
H -4.7840 -1.5776 -2.7395
H 4.4677 -0.2912 2.9587
H -1.4447 3.3323 4.9739
H 3.5910 -0.6853 5.2438
H 3.1941 3.9633 1.4344
H -3.2218 0.6728 -3.4780
H -2.1402 1.5155 3.5941
H -1.6341 -5.9731 -0.3914
H -4.2306 -2.8318 -1.6222
H -1.5435 0.9722 -3.0276
H -2.3663 -1.9366 -4.5622



> What is the multiplicity in the third record?

1



> What is the formula in the first record?

C23H58NO22PS6



> Which of these has the lowest DFT total energy?

C23H58NO22PS6